Below is a structure of composition C37H24Br2I3N4O3V at a distorted geometry, with properties calculated with ωB97M-V/def2-TZVPD.

Structure (ORCA input):
```
! wB97M-V def2-TZVPD RIJCOSX def2/J DEFGRID3
* xyz -1 4
V -0.2032 0.1275 -0.0775
Br -2.6402 3.0618 6.0299
C -2.1973 2.0155 4.4991
C -3.2090 1.2978 3.8663
C -2.8838 0.5313 2.7607
C -1.5814 0.4994 2.2588
O -1.2688 -0.1390 1.1779
C -0.5502 1.2672 2.9110
C 0.7597 1.2747 2.4090
N 1.1230 0.7000 1.2704
C 2.4232 0.7894 0.8459
C 3.2064 1.9321 1.0120
C 4.4922 2.0068 0.4848
C 5.0319 0.9542 -0.2151
C 4.2966 -0.2314 -0.3811
C 4.8010 -1.3497 -1.0719
C 4.0567 -2.5008 -1.1202
C 2.8068 -2.5158 -0.4926
N 2.2748 -1.4748 0.1088
C 2.9869 -0.3359 0.1646
C -0.8993 2.0047 4.0631
H -4.2248 1.3452 4.2272
H -3.6497 -0.0300 2.2417
H 1.5286 1.7532 3.0197
H 2.7854 2.8013 1.5038
H 5.0547 2.9215 0.6061
H 6.0150 1.0215 -0.6567
H 5.7749 -1.2847 -1.5340
H 4.4233 -3.3864 -1.6165
H 2.2166 -3.4233 -0.4786
H -0.1399 2.5873 4.5655
Br -2.5789 -0.3759 -1.5723
C -3.3706 1.1334 -0.7021
C -4.7368 1.2377 -0.6748
C -5.3294 2.3798 -0.1216
C -4.5490 3.4102 0.3220
C -3.1406 3.3231 0.2873
C -2.3281 4.4016 0.6860
C -0.9681 4.3183 0.5658
C -0.3628 3.1180 0.1617
C -1.0986 1.9968 -0.1470
C -2.5125 2.1301 -0.1843
H -5.3475 0.4519 -1.0941
H -6.4067 2.4437 -0.0779
H -4.9928 4.3208 0.7004
H -2.8014 5.2983 1.0623
H -0.3443 5.1648 0.8252
H 0.7198 3.0857 0.1120
I 0.2627 -2.6597 -5.1015
C -0.1128 -3.6620 -3.2774
C -0.2352 -5.0297 -3.1996
C -0.4256 -5.6191 -1.9690
I -0.6463 -7.7404 -1.9121
C -0.4776 -4.8609 -0.7902
C -0.5759 -5.3879 0.5130
C -0.5829 -4.5445 1.5907
C -0.5135 -3.1598 1.3751
N -0.4238 -2.6351 0.1804
C -0.3851 -3.4385 -0.8883
C -0.1903 -2.7952 -2.1734
O -0.0622 -1.5563 -2.2932
H -0.1719 -5.6265 -4.0969
H -0.6255 -6.4592 0.6568
H -0.6388 -4.9327 2.5972
H -0.5311 -2.4660 2.2080
N 2.1961 -0.0777 -2.9857
C 1.2843 0.8035 -2.4615
O 0.7836 0.5500 -1.3300
C 1.0199 2.0312 -3.1171
I 2.8382 3.6114 -2.5706
H 2.1108 -1.0091 -2.5968
H 2.3289 -0.0538 -3.9853
H 0.1973 2.6031 -2.7133
H 1.1148 2.0558 -4.1899
*
```

- highest occupied orbital energy (spin up / spin down) (Ha) = -0.11464 / -0.17682
- DFT total energy (eV) = -240938.3425
- orbital gap (spin up / spin down) (eV) = 5.06 / 6.62
- LUMO (spin up / spin down) (Eh) = 0.071 / 0.066
- expectation value of S² = 3.81